Record 1
The following is a DFT calculation (ωB97M-V/def2-TZVPD) of one molecule with the formula C3H5NO2 in a non-equilibrium geometry.

XYZ file:
```
11
Properties=species:S:1:pos:R:3:mulliken_charge:R:1
N 1.177 -0.047 1.071 -0.53
O -0.255 0.152 1.108 -0.28
C -0.807 -0.765 0.174 -0.07
C -0.362 -0.247 -1.184 -0.66
C -0.209 1.065 -1.135 0.61
O -0.058 2.214 -0.993 -0.40
H 1.454 0.363 1.957 0.27
H 1.549 0.580 0.347 0.24
H -1.899 -0.711 0.262 0.22
H -0.515 -1.789 0.449 0.27
H -0.076 -0.815 -2.057 0.33
```

The energy above the lowest of the compared OMol25 structures with the same formula, charge and spin comes out at 365.40 kJ/mol. The LUMO energy comes out at 0.93 eV. Its SMILES is NOCC=C=O.

Record 2
The following is a DFT calculation (ωB97M-V/def2-TZVPD) of one molecule with the formula C13H14N2O3S in a non-equilibrium geometry.

XYZ file:
```
33
Properties=species:S:1:pos:R:3:mulliken_charge:R:1
C -4.171 -1.454 -0.352 -1.46
C -3.037 -0.514 -0.084 0.98
C -2.921 0.664 -0.818 -0.77
C -1.888 1.551 -0.573 -0.32
C -0.960 1.248 0.405 -0.04
S 0.338 2.420 0.761 1.31
O -0.299 3.608 1.255 -0.72
O 1.362 1.804 1.548 -0.58
N 0.968 2.895 -0.767 -0.04
N 2.282 2.741 -1.086 -0.74
C 2.900 1.641 -0.934 -0.32
C 2.400 0.340 -0.557 -0.11
C 1.232 -0.303 -0.884 0.23
C 1.341 -1.609 -0.359 -0.89
C 2.563 -1.678 0.250 0.61
C 3.233 -2.777 0.993 -1.30
O 3.213 -0.509 0.111 -0.38
C -1.058 0.093 1.153 -0.32
C -2.098 -0.787 0.904 -0.79
H -4.023 -2.402 0.157 0.36
H -4.272 -1.638 -1.420 0.35
H -5.106 -1.017 -0.002 0.32
H -3.649 0.886 -1.584 0.40
H -1.789 2.468 -1.130 0.41
H 0.716 3.869 -0.895 0.32
H 3.961 1.702 -1.144 0.43
H 0.425 0.096 -1.464 0.78
H 0.610 -2.389 -0.425 0.48
H 2.595 -3.655 1.009 0.33
H 4.182 -3.031 0.522 0.32
H 3.441 -2.465 2.016 0.30
H -0.315 -0.103 1.910 0.49
H -2.181 -1.694 1.484 0.35
```

The energy above the lowest of the compared OMol25 structures with the same formula, charge and spin comes out at 396.41 kJ/mol. The LUMO energy comes out at 0.61 eV. Its SMILES is Cc1ccc(S(=O)(=O)N/N=C\c2ccc(C)o2)cc1.

Record 3
The following is a DFT calculation (ωB97M-V/def2-TZVPD) of one molecule with the formula C17H27N3O in a non-equilibrium geometry.

XYZ file:
```
48
Properties=species:S:1:pos:R:3:mulliken_charge:R:1
C 1.452 1.691 -3.213 -1.12
C 2.213 0.426 -2.832 -0.29
C 1.271 -0.769 -2.706 -0.03
C 1.996 -2.108 -2.563 -1.22
C 2.798 -2.284 -1.272 -0.69
C 1.935 -2.313 -0.001 -0.75
C 2.033 -1.029 0.822 -0.23
C 1.124 -1.081 2.047 -0.71
C 1.284 0.171 2.918 -0.52
C 0.292 0.169 4.051 0.13
O 0.545 -0.068 5.210 -0.64
N -1.000 0.459 3.685 -0.49
N -1.324 0.708 2.415 0.14
C -2.506 0.974 2.012 0.89
C -3.731 1.084 2.881 -1.83
C -2.638 1.164 0.566 0.46
C -3.861 1.097 -0.101 -0.49
C -3.891 1.269 -1.475 -0.68
C -2.699 1.496 -2.143 -0.47
N -1.530 1.561 -1.525 -0.32
C -1.502 1.402 -0.220 -0.28
H 1.027 1.590 -4.210 0.33
H 2.115 2.553 -3.211 0.38
H 0.637 1.869 -2.516 0.18
H 2.733 0.590 -1.886 0.24
H 2.970 0.212 -3.591 0.36
H 0.653 -0.815 -3.607 0.55
H 0.597 -0.612 -1.863 -0.19
H 1.259 -2.913 -2.624 0.37
H 2.677 -2.226 -3.410 0.40
H 3.346 -3.226 -1.355 0.35
H 3.541 -1.489 -1.193 0.39
H 2.244 -3.148 0.632 0.49
H 0.892 -2.485 -0.273 0.37
H 1.751 -0.175 0.205 -0.05
H 3.068 -0.886 1.142 0.35
H 0.087 -1.158 1.717 0.39
H 1.360 -1.965 2.644 0.36
H 2.288 0.204 3.343 0.49
H 1.117 1.058 2.307 0.27
H -1.695 0.452 4.434 0.20
H -3.465 1.373 3.897 0.47
H -4.254 0.128 2.923 0.33
H -4.409 1.835 2.484 0.46
H -4.776 0.896 0.435 0.39
H -4.824 1.219 -2.016 0.40
H -2.669 1.632 -3.216 0.40
H -0.532 1.466 0.251 0.46
```

The energy above the lowest of the compared OMol25 structures with the same formula, charge and spin comes out at 146.60 kJ/mol. The LUMO energy comes out at 0.27 eV. Its SMILES is CCCCCCCCCC(=O)N/N=C(\C)c1cccnc1.